(1)
This record from the OMol25 dataset describes a 7-piece molecular cluster, C41H84BBrClFN9O10P overall in a non-equilibrium geometry. The level of theory is the ωB97M-V functional and the def2-TZVPD basis.

Its total energy is -6357.54438 Ha. Its HOMO-LUMO gap is 7.702 eV. The value obtained for the HOMO energy is -7.62 eV. As for the SMILES: CCP(C)[C@@H](C[C@@H](O)CN)O[C@](Cl)(CCCN)[C@H](Br)O[C@](CCc1ccccc1)(B(N)O)[C@@H](C)F.CN(C)C=O.CN(C)C=O.CN(C)C=O.CN(C)C=O.CN(C)C=O.CN(C)C=O.

Geometry as XYZ:
```
149
Properties=species:S:1:pos:R:3:mulliken_charge:R:1
C 5.5831 -4.9778 0.9213 -0.90
C 5.4230 -3.3265 0.9368 -0.57
P 4.0074 -2.8302 -0.3061 -0.07
C 2.4585 -2.6796 0.8126 -0.15
C 4.4922 -1.0924 -1.0551 -0.36
C 5.3258 -1.2323 -2.4559 0.79
C 6.1963 -2.6560 -2.5698 0.19
O 5.3467 -3.7145 -3.2106 -0.53
C 7.4951 -2.4869 -3.6105 -0.63
N 7.0803 -2.8052 -5.0617 -0.65
O 3.4345 -0.1066 -0.9953 -0.14
C 2.5346 -0.0201 -2.1235 0.77
Cl 1.9474 -1.6055 -2.8749 -0.11
C 3.0373 1.1099 -3.2535 -0.52
C 2.8828 0.5972 -4.8009 -0.66
C 1.3110 0.6973 -5.3627 0.67
N 1.3630 1.4022 -6.7283 -0.73
C 1.1390 0.6838 -1.5065 -1.10
Br 1.8340 1.9198 -0.0387 -0.18
O 0.3479 -0.4185 -0.9658 0.63
C -1.0880 -0.3158 -1.2533 0.02
C -1.4440 -0.4839 -2.8444 0.71
C -3.0202 -0.7547 -3.1926 -0.54
C -3.4530 -2.3694 -3.1200 0.40
C -2.4103 -3.5759 -3.5415 -0.18
C -2.8253 -5.1582 -3.4167 -0.46
C -4.3442 -5.4780 -2.8259 -0.49
C -5.4195 -4.2635 -2.4222 -0.38
C -4.9969 -2.6637 -2.5507 -0.49
B -1.7817 1.1070 -0.6961 0.63
N -1.8724 1.3874 0.8226 -0.58
O -2.3696 2.1338 -1.5796 -0.62
C -1.7976 -1.4938 -0.2974 0.22
C -1.0152 -1.7360 1.1223 -0.53
F -3.2568 -1.2258 -0.0651 -0.47
H 5.3713 -5.4363 -0.1374 0.22
H 6.6743 -5.2998 1.2691 0.30
H 4.8422 -5.4878 1.6945 0.27
H 5.2008 -2.9037 2.0263 0.39
H 6.4628 -2.8877 0.6244 0.43
H 2.7530 -2.8562 1.9398 -0.12
H 1.6629 -3.5276 0.5571 0.23
H 1.9521 -1.6131 0.7447 0.02
H 5.3130 -0.7163 -0.2681 0.32
H 6.1323 -0.3675 -2.4678 0.24
H 4.6944 -1.1780 -3.4361 -0.71
H 6.6512 -2.9955 -1.5455 -0.12
H 5.1186 -4.3868 -2.4862 0.33
H 8.2491 -3.3628 -3.3203 0.29
H 7.9903 -1.4284 -3.5499 0.26
H 6.1756 -2.3318 -5.2930 0.25
H 7.0184 -3.8405 -5.2103 0.29
H 2.5539 2.1711 -3.0682 0.35
H 4.2001 1.2514 -3.0594 0.33
H 3.4803 1.3839 -5.4719 0.30
H 3.3807 -0.4449 -5.0318 0.06
H 0.7992 -0.3487 -5.4806 0.20
H 0.6482 1.4090 -4.6762 -0.37
H 1.5338 2.4175 -6.5273 0.26
H 0.4840 1.2454 -7.2694 0.29
H 0.6753 1.2632 -2.4081 0.26
H -1.1679 0.5601 -3.3546 -0.54
H -0.8176 -1.2900 -3.4153 -0.22
H -3.7825 -0.0596 -2.6166 0.24
H -3.1566 -0.4722 -4.3451 0.40
H -1.3098 -3.3491 -3.9378 0.15
H -2.0325 -5.9807 -3.7030 0.30
H -4.6308 -6.6071 -2.7012 0.28
H -6.4848 -4.5024 -1.9979 0.43
H -5.6987 -1.7684 -2.2661 0.28
H -2.3526 2.3150 0.9737 0.22
H -0.8848 1.4528 1.1834 0.21
H -1.6319 2.7734 -1.8383 0.18
H -1.6893 -2.5106 -0.9115 0.21
H -0.3251 -2.6771 0.9970 0.04
H -1.8483 -2.0515 1.9174 0.25
H -0.4397 -0.7790 1.5003 -0.02
C -5.8350 -5.8386 2.4143 -0.91
N -7.0009 -5.7889 1.5573 0.12
C -7.8958 -6.9273 1.5274 -0.94
C -7.2852 -4.6934 0.7701 0.18
O -8.2504 -4.5851 0.0246 -0.62
H -5.2110 -6.6852 2.1138 0.34
H -6.1623 -5.9723 3.4494 0.34
H -5.2507 -4.9174 2.3389 0.28
H -7.9482 -7.3122 0.5046 0.28
H -8.8949 -6.6028 1.8337 0.29
H -7.5423 -7.7142 2.1993 0.39
H -6.5410 -3.8859 0.8692 0.29
C -0.6816 -2.5723 5.1243 -0.76
N 0.5987 -3.2268 4.9550 0.21
C 0.8416 -4.4768 5.6450 -1.05
C 1.5921 -2.6980 4.1587 0.10
O 2.6944 -3.1972 3.9718 -0.71
H -0.8259 -2.3464 6.1847 0.25
H -1.4717 -3.2465 4.7813 0.29
H -0.7284 -1.6431 4.5498 0.28
H 1.7071 -4.3576 6.3036 0.29
H 1.0644 -5.2534 4.9071 0.32
H -0.0320 -4.7688 6.2342 0.38
H 1.3027 -1.7470 3.6819 0.40
C 1.6549 -2.5010 10.4707 -0.93
N 0.4891 -2.4514 9.6137 0.15
C -0.4059 -3.5897 9.5838 -0.73
C 0.2048 -1.3558 8.8265 0.08
O -0.7605 -1.2475 8.0811 -0.62
H 2.2790 -3.3476 10.1702 0.34
H 1.3276 -2.6348 11.5058 0.34
H 2.2393 -1.5799 10.3953 0.29
H -0.4583 -3.9746 8.5610 0.06
H -1.4049 -3.2653 9.8901 0.31
H -0.0523 -4.3766 10.2557 0.39
H 0.9489 -0.5484 8.9256 0.32
C -2.7499 6.5165 -4.9239 -0.95
N -2.3816 5.1218 -5.0479 0.17
C -3.1536 4.2704 -5.9292 -0.92
C -1.3205 4.5800 -4.3542 0.05
O -0.9553 3.4128 -4.4119 -0.63
H -3.7776 6.5794 -4.5546 0.35
H -2.6836 6.9888 -5.9083 0.35
H -2.0864 7.0394 -4.2296 0.29
H -3.5790 3.4476 -5.3468 0.25
H -2.4904 3.8550 -6.6939 0.28
H -3.9572 4.8371 -6.4074 0.38
H -0.8033 5.3139 -3.7143 0.37
C 2.6207 6.0979 3.1248 -0.87
N 2.2540 6.5775 1.8088 0.17
C 2.4221 5.6967 0.6715 -0.98
C 1.7503 7.8446 1.6051 0.13
O 1.4210 8.3131 0.5229 -0.63
H 3.6822 5.8340 3.1218 0.33
H 2.0225 5.2124 3.3579 0.31
H 2.4429 6.8618 3.8866 0.29
H 3.1026 6.1664 -0.0450 0.30
H 1.4510 5.5477 0.1900 0.29
H 2.8284 4.7318 0.9871 0.36
H 1.6637 8.4294 2.5358 0.30
C -1.3451 9.7137 0.7684 -1.01
N -2.5109 9.7634 -0.0886 0.16
C -3.4059 8.6250 -0.1185 -0.91
C -2.7952 10.8589 -0.8758 0.11
O -3.7605 10.9672 -1.6212 -0.59
H -0.7210 8.8671 0.4679 0.44
H -1.6724 9.5800 1.8035 0.31
H -0.7607 10.6349 0.6930 0.28
H -3.4583 8.2401 -1.1413 0.25
H -4.4049 8.9495 0.1878 0.31
H -3.0523 7.8381 0.5535 0.36
H -2.0511 11.6664 -0.7767 0.27
```


(2)
This record from the OMol25 dataset describes C12H18O13Rb5S as an isolated structure in a non-equilibrium geometry. The level of theory is the ωB97M-V functional and the def2-TZVPD basis.

Its total energy is -1964.12457 Ha. The charge is +3. Its HOMO-LUMO gap is 5.593 eV. The energy relative to the best compared isomer or geometry (same formula, charge and spin) comes out at 27.91 kcal/mol. The value obtained for the HOMO energy is -15.54 eV.

Geometry as XYZ:
```
49
Properties=species:S:1:pos:R:3:mulliken_charge:R:1
Rb 6.0086 2.4261 -3.7251 0.99
Rb 2.1360 -1.9177 0.0455 0.93
Rb 4.1329 3.8940 0.0905 0.91
Rb 1.9665 1.9000 -4.3781 0.97
Rb 5.1096 -1.3349 -3.1967 1.00
S 2.8653 1.1747 -1.3415 0.32
O 4.2664 1.0950 -1.8663 -0.48
O 2.0101 0.1002 -1.9161 -0.75
O 2.9628 0.9588 0.1050 -0.42
O 2.2344 2.4701 -1.6773 -0.64
C -0.0229 -2.6933 -3.2160 -1.45
C -1.1211 -1.9888 -2.4388 1.01
C -2.5639 -2.2715 -2.8534 -0.41
O -3.2246 -2.3153 -1.5997 -0.33
C -2.3497 -2.6238 -0.6070 0.49
O -2.6134 -2.9065 0.5023 -0.40
O -1.0765 -2.5543 -1.1057 -0.25
H -0.1178 -2.5227 -4.2935 0.39
H -0.1040 -3.7643 -3.0364 0.41
H 0.9621 -2.3270 -2.9096 0.13
H -0.9087 -0.9168 -2.3462 -0.19
H -2.6386 -3.2294 -3.3658 0.31
H -2.9800 -1.4285 -3.3960 0.33
C 2.0517 0.2957 3.0466 -0.75
C 1.2197 -0.5367 3.9887 0.42
C 0.0761 0.1737 4.7072 -0.54
O -1.0714 -0.6213 4.3873 -0.30
C -0.7667 -1.6142 3.5358 0.64
O -1.5139 -2.4081 3.0905 -0.46
O 0.5757 -1.5875 3.2379 -0.34
H 2.9428 -0.2341 2.7124 0.24
H 2.2918 1.2498 3.5100 0.33
H 1.4234 0.4139 2.1595 -0.12
H 1.8654 -1.0853 4.6816 0.37
H -0.0597 1.1994 4.3676 0.28
H 0.1825 0.1262 5.7879 0.33
C -2.2115 3.3615 -0.8646 -1.49
C -2.1451 1.8786 -0.5758 0.67
C -0.7820 1.4187 -0.0140 0.13
O -1.1100 0.6792 1.1573 -0.09
C -2.4561 0.7568 1.4131 0.43
O -2.9936 0.2347 2.3159 -0.42
O -3.0488 1.5436 0.4797 -0.40
H -2.1387 3.9423 0.0573 0.39
H -3.1509 3.6262 -1.3433 0.38
H -1.3377 3.6630 -1.4524 0.31
H -2.3962 1.2785 -1.4544 0.14
H -0.1447 2.2521 0.2902 0.19
H -0.2358 0.7686 -0.6961 -0.24
```


(3)
This record from the OMol25 dataset describes an isolated ion of composition C2H4IN4 and charge +1 in a non-equilibrium geometry. The level of theory is the ωB97M-V functional and the def2-TZVPD basis.

Its total energy is -595.02185 Ha. The charge is +1. Its HOMO-LUMO gap is 9.746 eV. The energy relative to the best compared isomer or geometry (same formula, charge and spin) comes out at 15.46 kcal/mol. The value obtained for the HOMO energy is -14.07 eV. As for the SMILES: Nc1nc(I)[nH][nH+]1.

Geometry as XYZ:
```
11
Properties=species:S:1:pos:R:3:mulliken_charge:R:1
N 1.9748 -0.6039 0.0253 -0.38
C 0.6362 -0.3980 -0.0281 0.32
N -0.3946 -1.3172 -0.3886 -0.34
C -1.5542 -0.4540 -0.2830 0.19
I -3.5954 -1.0071 -0.7182 0.30
N -1.1765 0.8392 0.1548 -0.03
N 0.1744 0.9201 0.3215 -0.09
H 2.4442 -0.7924 -0.8733 0.25
H 2.5513 -0.5443 0.8676 0.26
H -1.8013 1.6352 0.3097 0.24
H 0.7411 1.7224 0.6122 0.28
```